{"formula": "C16H34NO3S", "method": "wB97M-V/def2-TZVPD", "lumo_energy_ha": -0.131, "energy_ev": -35597.73216, "de_lowest_ev": 6.586, "total_charge": 1, "symbols": ["C", "C", "C", "C", "C", "C", "C", "C", "C", "C", "C", "C", "S", "C", "N", "H", "H", "H", "H", "H", "H", "H", "H", "H", "H", "H", "H", "H", "H", "H", "H", "H", "H", "H", "H", "H", "H", "H", "H", "H", "H", "H", "H", "H", "H", "C", "C", "O", "C", "O", "O", "H", "H", "H", "H"], "xyz": [[-2.9676, -2.0490, -0.0378], [-1.5804, -1.8991, 0.8823], [-1.0646, -0.3420, 0.8932], [-0.7064, 0.2510, 2.3829], [-1.3756, 1.7347, 2.5819], [-0.9614, 2.8395, 1.4370], [0.3654, 3.7623, 1.8620], [1.4918, 3.7639, 0.6567], [2.7987, 2.8661, 1.0837], [3.7214, 2.7084, -0.2962], [4.1988, 1.1670, -0.5890], [3.5343, 0.4867, -1.9359], [3.9363, 1.3763, -3.5372], [2.6906, 2.7054, -3.9673], [1.2822, 2.4563, -3.4779], [-3.4305, -0.9949, -0.3025], [-2.6843, -2.5403, -1.0823], [-3.7879, -2.6495, 0.5466], [-1.6817, -2.3898, 1.9422], [-0.7579, -2.5221, 0.2841], [-1.8768, 0.3753, 0.3939], [-0.0663, -0.2926, 0.2442], [-1.0128, -0.4759, 3.2712], [0.4755, 0.3644, 2.4403], [-1.0442, 2.2010, 3.6284], [-2.5553, 1.5769, 2.5989], [-1.8518, 3.6248, 1.3372], [-0.7919, 2.3920, 0.3638], [0.8186, 3.3363, 2.8718], [-0.0229, 4.8613, 2.1126], [1.0534, 3.3200, -0.3403], [1.7401, 4.8957, 0.4361], [2.4107, 1.8404, 1.4934], [3.3461, 3.4421, 1.9436], [4.7107, 3.3365, -0.0697], [3.2068, 3.2193, -1.2149], [3.8435, 0.5010, 0.3325], [5.3855, 1.1298, -0.5985], [2.3675, 0.2649, -1.8151], [4.0315, -0.5951, -2.0270], [3.7898, 0.3973, -4.5711], [3.0857, 3.7726, -3.6157], [2.6366, 2.7744, -5.1570], [1.0025, 1.4521, -3.5192], [1.2355, 2.8486, -2.5070], [-4.8168, -5.8397, 0.1489], [-3.8806, -6.9019, -0.3290], [-2.6104, -6.4161, 0.0617], [-2.8170, -5.5575, 1.1028], [-1.9290, -5.0867, 1.7938], [-4.1462, -5.2956, 1.2702], [-5.7912, -6.2428, 0.4379], [-4.9647, -5.0479, -0.5929], [-4.0567, -7.8656, 0.1605], [-3.9265, -7.0401, -1.4128]]}

***

{"formula": "C16H35BO10", "method": "wB97M-V/def2-TZVPD", "smiles": "O=C1C=C(OB(O)O)C(=O)O1.CC(C)O.CC(C)O.CC(C)O.CC(C)O", "lumo_energy_ha": -0.019, "energy_ev": -38313.33644, "total_charge": 0, "symbols": ["O", "C", "C", "C", "O", "B", "O", "O", "C", "O", "O", "H", "H", "H", "C", "C", "C", "O", "H", "H", "H", "H", "H", "H", "H", "H", "C", "C", "C", "O", "H", "H", "H", "H", "H", "H", "H", "H", "C", "C", "C", "O", "H", "H", "H", "H", "H", "H", "H", "H", "C", "C", "C", "O", "H", "H", "H", "H", "H", "H", "H", "H"], "xyz": [[0.1423, -0.9648, 1.0620], [-0.7235, -0.3126, 1.4801], [-2.1898, -0.7464, 1.6317], [-2.7261, 0.1581, 2.4721], [-3.9571, 0.3082, 2.9978], [-5.0058, -0.1075, 2.1253], [-5.5948, 0.8046, 1.2709], [-5.5314, -1.4005, 2.1097], [-1.6312, 1.1596, 2.8982], [-1.6418, 1.8696, 3.8051], [-0.6403, 1.0020, 1.9381], [-2.7104, -1.5954, 1.1777], [-4.9146, 1.4705, 1.0574], [-4.9341, -2.0277, 1.6801], [-6.3018, 3.8093, -1.7187], [-6.8384, 3.3871, -0.3593], [-8.1219, 4.1268, -0.0175], [-5.8551, 3.6474, 0.6452], [-6.0671, 4.8778, -1.7290], [-5.3754, 3.2785, -1.9474], [-7.0254, 3.6046, -2.5099], [-7.0227, 2.3118, -0.3553], [-7.9476, 5.2060, 0.0288], [-8.4898, 3.8215, 0.9637], [-8.8995, 3.9315, -0.7583], [-5.6824, 4.5964, 0.6531], [5.0180, -1.2715, -0.1224], [4.1186, -1.1860, -1.3454], [2.7707, -0.5727, -0.9991], [3.9225, -2.4932, -1.8864], [4.5673, -1.9047, 0.6484], [5.9775, -1.7227, -0.3827], [5.2012, -0.2830, 0.3037], [4.6066, -0.5886, -2.1181], [2.2450, -1.1809, -0.2596], [2.1318, -0.5267, -1.8841], [2.8867, 0.4371, -0.5993], [3.4911, -3.0298, -1.2110], [0.3515, 2.5607, -0.6722], [-0.6032, 2.7070, -1.8468], [-0.2674, 1.7223, -2.9567], [-0.5380, 4.0387, -2.3544], [1.3812, 2.7657, -0.9803], [0.1068, 3.2779, 0.1133], [0.3083, 1.5561, -0.2530], [-1.6292, 2.5432, -1.5087], [0.7414, 1.8999, -3.3406], [-0.9536, 1.8438, -3.7971], [-0.3280, 0.6907, -2.6025], [0.3642, 4.1962, -2.6568], [6.0493, -4.9451, 2.1579], [6.4934, -4.6803, 0.7272], [6.8743, -5.9700, 0.0171], [7.6086, -3.7905, 0.7319], [6.8576, -5.4010, 2.7372], [5.7889, -4.0096, 2.6571], [5.1829, -5.6092, 2.1868], [5.6897, -4.1842, 0.1798], [7.7103, -6.4603, 0.5250], [7.1999, -5.7626, -1.0038], [6.0331, -6.6652, -0.0192], [8.3266, -4.2178, 1.2136]]}

***

{"formula": "C16H35Br2Cl6CsFKN2O6P", "method": "wB97M-V/def2-TZVPD", "lumo_energy_ha": -0.199, "energy_ev": -276507.54310, "total_charge": 1, "symbols": ["C", "C", "Cl", "C", "C", "N", "C", "Cl", "C", "F", "P", "O", "Cl", "C", "Br", "H", "H", "H", "H", "H", "H", "H", "H", "H", "H", "C", "Cl", "Cl", "H", "H", "C", "O", "H", "H", "H", "H", "C", "C", "C", "O", "H", "H", "H", "H", "H", "H", "H", "Cs", "Cl", "K", "Br", "N", "H", "H", "H", "H", "O", "H", "H", "O", "C", "O", "C", "C", "C", "H", "H", "H", "H", "H", "H"], "xyz": [[5.2836, 3.0399, -0.4057], [4.3892, 3.4493, -1.6377], [3.3691, 4.8016, -1.0664], [3.5804, 2.2103, -2.2250], [2.1305, 2.2623, -2.0931], [1.3986, 1.3683, -1.3148], [-0.0071, 1.6241, -1.3302], [-0.4807, 1.4128, 0.4250], [0.0970, 3.2087, -1.5372], [0.6764, 3.6321, -0.3747], [-1.5028, 4.1237, -1.9121], [-1.6813, 5.1040, -0.6827], [-1.0205, 5.4105, -3.5792], [1.1435, 3.1448, -2.7325], [0.4726, 2.2626, -4.4498], [5.7946, 3.9566, -0.0866], [6.0064, 2.2233, -0.6124], [4.5781, 2.7940, 0.4056], [5.0264, 3.8572, -2.4375], [3.9240, 1.9957, -3.3055], [3.9060, 1.3116, -1.6232], [1.8344, 0.6241, -0.7973], [-0.6198, 1.0894, -2.0604], [-0.7163, 5.4402, -0.4540], [1.5831, 4.0860, -3.0603], [9.3855, 1.5180, -0.4357], [8.3893, 1.3033, -1.9024], [8.5888, 2.5441, 0.7500], [9.5634, 0.5427, 0.0030], [10.3253, 1.9760, -0.7236], [-4.3803, -0.1735, -0.2148], [-3.0475, -0.6771, -0.2691], [-5.0613, -1.0108, -0.3431], [-4.5664, 0.2933, 0.7546], [-4.5481, 0.5517, -1.0157], [-2.4386, 0.0582, -0.1525], [-4.4135, -1.1475, 4.5950], [-4.5420, -2.2960, 3.5683], [-3.0799, -2.5328, 2.9302], [-5.3089, -1.9368, 2.6060], [-4.0540, -0.2241, 4.1383], [-5.3764, -0.9467, 5.0622], [-3.7083, -1.4222, 5.3849], [-4.7885, -3.2054, 4.1435], [-2.6941, -1.6438, 2.4279], [-3.1054, -3.3446, 2.2093], [-2.3635, -2.8033, 3.7301], [-1.1075, 5.5913, -6.0612], [-1.1677, -4.2775, 2.6259], [6.2005, 0.8290, -3.0058], [0.4229, 6.9741, 0.0906], [4.3781, 0.5642, 2.2712], [3.5741, 0.9998, 1.8028], [4.6279, -0.3026, 1.7824], [5.1733, 1.2088, 2.2514], [4.1321, 0.3512, 3.2439], [1.2850, -2.0691, -0.7830], [0.8524, -2.5910, -1.4683], [0.7691, -1.2552, -0.7562], [-5.2857, -7.3254, -1.8139], [-5.0174, -6.4193, -1.0828], [-4.7992, -5.1497, -1.5160], [-4.3923, -4.3207, -0.4125], [-4.9042, -5.0317, 0.8259], [-4.8247, -6.4963, 0.4183], [-3.3026, -4.2363, -0.4227], [-4.8215, -3.3275, -0.5257], [-4.3372, -4.7954, 1.7226], [-5.9458, -4.7584, 1.0059], [-3.8437, -6.9260, 0.6277], [-5.6069, -7.0921, 0.8810]]}

***

{"formula": "C16H37AsF6MnN3O4", "method": "wB97M-V/def2-TZVPD", "spin_multiplicity": 6, "s_squared": 8.7520, "lumo_energy_ha": [-0.226, -0.233], "energy_ev": -138305.74883, "total_charge": 1, "symbols": ["Mn", "As", "F", "F", "F", "F", "F", "F", "C", "C", "C", "C", "N", "H", "H", "H", "H", "H", "H", "H", "C", "O", "C", "C", "N", "C", "C", "O", "C", "H", "H", "H", "H", "H", "H", "H", "H", "H", "H", "H", "H", "H", "H", "H", "C", "O", "C", "C", "N", "C", "C", "O", "C", "H", "H", "H", "H", "H", "H", "H", "H", "H", "H", "H", "H", "H", "H", "H"], "xyz": [[22.2177, 13.4980, 1.0225], [19.1561, 11.7154, 5.9914], [20.2564, 12.1496, 4.6804], [20.2621, 12.2280, 7.2108], [18.0121, 11.1639, 7.2336], [17.9617, 11.1848, 4.6791], [19.9786, 10.0816, 6.0921], [18.2587, 13.2483, 5.9739], [30.4268, 12.7194, -0.9907], [29.8524, 11.9832, -2.2055], [28.7086, 12.7107, -2.9327], [27.5060, 12.8471, -2.1224], [26.5923, 12.9355, -1.4853], [31.4630, 13.0278, -1.1298], [30.4430, 11.9983, -0.1735], [29.9823, 13.6743, -0.7102], [29.5661, 11.0036, -1.8225], [30.6125, 11.6766, -2.9241], [28.6508, 12.2710, -3.9284], [29.1156, 13.6985, -3.1488], [22.0249, 6.9384, -2.2285], [21.7410, 8.1847, -1.5469], [20.3676, 8.5826, -1.4564], [20.3170, 9.8836, -0.6879], [21.0959, 10.9583, -1.2988], [20.2187, 11.4192, -2.3693], [20.9240, 12.6258, -2.9924], [21.3751, 13.5855, -1.9088], [22.0034, 14.7541, -2.4409], [21.3814, 6.1167, -1.9140], [23.0576, 6.6927, -1.9811], [22.0468, 7.0685, -3.3104], [19.7007, 7.8968, -0.9340], [20.1089, 8.4350, -2.5049], [20.8431, 9.6504, 0.2378], [19.2934, 10.2539, -0.6318], [21.8558, 10.6143, -1.8682], [19.3178, 11.9061, -1.9959], [19.8929, 10.7733, -3.1846], [20.2237, 13.1278, -3.6600], [21.8096, 12.3155, -3.5469], [22.4634, 15.3398, -1.6451], [21.3018, 15.3506, -3.0240], [22.7059, 14.5291, -3.2434], [23.7763, 10.9722, 3.2293], [23.7914, 12.3026, 2.8157], [24.2854, 12.9539, 4.0182], [24.6084, 14.4333, 3.6166], [23.5276, 15.2143, 2.8924], [22.6510, 15.9478, 3.8263], [21.3263, 16.2269, 3.1685], [20.9005, 15.1507, 2.2241], [19.5033, 15.1093, 2.0752], [23.2063, 10.7639, 4.1347], [24.8303, 10.6946, 3.2204], [23.3842, 10.3843, 2.3994], [25.2405, 12.5216, 4.3165], [23.4986, 12.8294, 4.7622], [25.4366, 14.3218, 2.9168], [24.9354, 15.0692, 4.4393], [23.9882, 15.9210, 2.3369], [23.0626, 16.8604, 4.2573], [22.4415, 15.2696, 4.6535], [21.4922, 17.1258, 2.5746], [20.5280, 16.4254, 3.8836], [19.1020, 14.6649, 2.9859], [19.0866, 14.3577, 1.4047], [19.0170, 16.0839, 2.0339]]}